(1)
C4H10BrP | ωB97M-V/def2-TZVPD

Geometry (Å):
C (-0.3033, -0.3744, -1.5349)
C (-2.0167, 0.3527, 1.1290)
C (-0.3775, -1.0808, -0.1135)
C (-1.7436, -0.7382, 0.4679)
P (2.3095, 1.2205, 0.1214)
Br (3.8334, -0.0713, 1.2274)
H (0.7463, -0.3894, -1.9818)
H (-1.0281, -0.7450, -2.2683)
H (-0.4361, 0.6616, -1.3665)
H (-3.0905, 0.3670, 1.3105)
H (-1.3006, 0.9953, 1.5728)
H (3.4524, 1.9805, -0.5527)
H (0.3370, -0.7082, 0.6712)
H (-0.1220, -2.1738, -0.1584)
H (-2.5177, -1.4355, 0.3905)
H (2.2576, 2.1389, 1.0853)

The calculation puts the LUMO energy at 0.0 eV. As for the HOMO energy: -9.68 eV. The value obtained for the energy is -3073.7050 hartree. The SMILES is C=CCC.PBr.

These are the Mulliken partial charges, in e, on atoms 1 to 6: -0.9976, -0.6905, -0.1620, -0.2937, -0.0193, -0.1790

=====

(2)
C4H10BrPS | ωB97M-V/def2-TZVPD

Geometry (Å):
C (-1.3483, -0.8222, -0.6428)
C (0.4897, -1.9686, 0.7922)
C (-0.1054, 2.3705, -0.1398)
C (0.0983, -1.1442, -0.3968)
P (0.9209, 0.9231, 0.2549)
S (1.1516, 1.1134, 2.2052)
Br (2.7811, 1.5332, -0.9025)
H (-1.7000, -1.3924, -1.5609)
H (-2.0763, -0.9136, 0.1659)
H (-1.2082, 0.2443, -0.9709)
H (0.9122, -2.9314, 0.4950)
H (-0.4764, -2.1910, 1.2807)
H (1.1788, -1.4869, 1.5756)
H (-0.0526, 2.5892, -1.2922)
H (-1.1893, 2.1678, 0.0188)
H (0.1093, 3.1834, 0.4714)
H (0.5146, -1.2745, -1.3537)

The calculation puts the LUMO energy (spin up / spin down) at 0.7 / -3.1 eV. As for the HOMO energy (spin up / spin down): -5.64 / -9.44 eV. The spin multiplicity is 3. The value obtained for the energy is -3471.8272 hartree.

These are the Mulliken partial charges, in e, on atoms 1 to 6: -0.8993, -1.0144, -1.1836, -0.1713, 0.6015, -0.2193

=====

(3)
C4H10ClN | ωB97M-V/def2-TZVPD

Geometry (Å):
C (0.9256, 2.1770, 0.8709)
C (-0.3834, 1.5521, -1.5880)
C (0.5012, 0.7352, 0.4612)
C (-0.6177, -3.3188, 0.0749)
N (-0.3148, 0.5930, -0.7433)
Cl (-2.3504, -3.4994, 0.5089)
H (1.6104, 2.4988, 0.0971)
H (0.1144, 2.8891, 1.0693)
H (1.3356, 1.9883, 1.9287)
H (-0.9982, 1.4302, -2.3704)
H (0.0800, -3.6319, 0.7620)
H (-0.0410, 2.5563, -1.5454)
H (1.4305, 0.0125, 0.4658)
H (-0.2671, 0.2645, 1.0750)
H (-0.5356, -4.0609, -0.8834)
H (-0.4894, -2.1860, -0.1832)

The calculation puts the LUMO energy (spin up / spin down) at 0.9 / -2.3 eV. As for the HOMO energy (spin up / spin down): -5.45 / -10.24 eV. The spin multiplicity is 3. The value obtained for the energy is -673.1121 hartree.

These are the Mulliken partial charges, in e, on atoms 1 to 6: -1.2058, -0.8275, -0.2037, -0.2607, -0.0982, -0.1823

=====

(4)
C4H10ClN2 | ωB97M-V/def2-TZVPD

Geometry (Å):
C (0.5140, -0.0607, 1.2457)
C (-0.8191, 0.1829, 0.6154)
C (1.8430, -0.4957, 0.5007)
C (-1.0724, -0.6634, -1.6302)
N (0.2536, 1.3711, 1.2297)
N (-0.8957, 0.5108, -0.8591)
Cl (-0.1660, 2.2654, 2.6153)
H (0.2461, -0.5649, 2.2924)
H (-1.7636, 0.2304, 1.1368)
H (1.6343, -1.1921, -0.3408)
H (2.6018, -1.0174, 1.0430)
H (2.2943, 0.3718, -0.0937)
H (-2.0655, -0.9698, -2.0032)
H (-0.5342, -0.6895, -2.5712)
H (-0.6554, -1.4506, -1.0477)
H (-1.5133, 1.3416, -1.1566)
H (0.0981, 0.8301, -0.9762)

The calculation puts the LUMO energy at -3.5 eV. As for the HOMO energy: -13.92 eV. The value obtained for the energy is -727.7198 hartree. The SMILES is C[NH2+][C@H]1[C@@H](C)N1Cl. As for the total charge: +1.

These are the Mulliken partial charges, in e, on atoms 1 to 6: 0.5219, -0.6865, -1.3085, -0.8234, -0.3227, -0.0458

=====

(5)
C4H10ClN3 | ωB97M-V/def2-TZVPD

Geometry (Å):
C (-0.7214, 0.1283, 0.5443)
C (-0.5475, -0.9534, -0.6061)
C (0.8192, -0.2892, -0.9055)
C (0.7781, 0.4101, 0.4555)
H (-2.4563, 1.1010, -0.1126)
H (-1.0198, 1.9696, -0.3405)
H (-1.0776, -0.3178, 1.4511)
H (-1.2437, -0.8139, -1.4762)
H (-1.3185, -2.6093, 0.2436)
H (0.3589, -2.4981, 0.4684)
H (0.6666, 0.4008, -1.6873)
H (1.3540, -0.1970, 1.1828)
H (2.1504, 1.9453, 0.2976)
H (0.8844, 2.2906, 1.3075)
N (-1.5259, 1.2618, 0.2865)
N (-0.4517, -2.3293, -0.2410)
N (1.1279, 1.8184, 0.4306)
Cl (2.2231, -1.3179, -1.2988)

The calculation puts the LUMO energy at 1.0 eV. As for the HOMO energy: -8.53 eV. The value obtained for the energy is -782.8387 hartree. The SMILES is N[C@H]1[C@H](N)[C@H](N)[C@H]1Cl.

These are the Mulliken partial charges, in e, on atoms 1 to 6: -0.0226, -0.0361, -0.4715, -0.1432, 0.2356, 0.2883

=====

(6)
C4H10ClO4P | ωB97M-V/def2-TZVPD

Geometry (Å):
C (0.3415, 1.3524, -2.6341)
C (-0.2840, 0.3996, -1.6353)
C (0.6827, 0.1689, -0.4608)
C (-0.0530, -1.0750, 1.0735)
O (0.9532, 1.1835, 0.4120)
O (0.6896, -0.5092, 2.1293)
O (0.4050, -2.3348, 0.6859)
O (-1.9702, -1.5099, 2.8852)
P (-1.8088, -1.0195, 1.3559)
Cl (-1.9875, 1.0655, 1.6829)
H (-0.4661, 1.5490, -3.3089)
H (0.6891, 2.2633, -1.9810)
H (1.0395, 0.8590, -3.1469)
H (-1.1112, 0.6643, -1.0403)
H (-0.5243, -0.5227, -1.9812)
H (1.6719, -0.1622, -0.7789)
H (0.1855, 1.5513, 0.8699)
H (1.3781, 0.1677, 1.9533)
H (1.3113, -2.5680, 0.5196)
H (-1.1423, -1.5233, 3.4000)

The calculation puts the LUMO energy at 0.5 eV. As for the HOMO energy: -8.46 eV. The value obtained for the energy is -1260.8455 hartree.

These are the Mulliken partial charges, in e, on atoms 1 to 6: -1.1812, -0.5457, -0.1586, 0.6911, -0.6190, -0.5930

=====

(7)
C4H10ClP | ωB97M-V/def2-TZVPD

Geometry (Å):
C (-0.1539, -1.7305, 1.0960)
C (-1.6928, 0.3227, 0.0634)
C (0.9435, 0.8553, 0.9551)
C (0.5705, 0.1387, -1.6258)
P (-0.0364, -0.3678, 0.0618)
Cl (1.5152, -2.4480, 1.0920)
H (-1.0167, -2.6854, 0.5869)
H (-1.8578, 1.4356, -0.2938)
H (-2.2900, -0.2034, -0.5998)
H (-2.0762, 0.5430, 1.0905)
H (0.7455, 1.8955, 0.7464)
H (1.0005, 0.6952, 2.0002)
H (2.0642, 0.8367, 0.9424)
H (1.7111, -0.0192, -1.7706)
H (0.1671, -0.4328, -2.5551)
H (0.4063, 1.1642, -1.7896)

The calculation puts the LUMO energy at 0.6 eV. As for the HOMO energy: -7.77 eV. The value obtained for the energy is -959.8199 hartree.

These are the Mulliken partial charges, in e, on atoms 1 to 6: -0.6008, -1.2345, -1.4183, -1.1819, 1.0422, -0.2374

=====

(8)
C4H10FN | ωB97M-V/def2-TZVPD

Geometry (Å):
C (1.6132, 0.0368, 0.9283)
C (0.5141, 0.6649, -1.2322)
C (-2.0523, -0.3740, 0.0645)
C (0.4352, -0.1966, -0.0169)
N (-0.7858, -0.2642, 0.7373)
F (0.6214, -1.5489, -0.4281)
H (1.6393, -0.7688, 1.7143)
H (2.6159, -0.1661, 0.3980)
H (1.6026, 1.0208, 1.2480)
H (0.1915, 0.0960, -2.0954)
H (1.4139, 1.1258, -1.3712)
H (-0.0678, 1.5260, -1.1431)
H (-2.7260, -0.8138, 0.8583)
H (-2.2845, 0.4624, -0.5797)
H (-1.8083, -1.1076, -0.6300)
H (-0.9225, 0.3073, 1.5477)

The calculation puts the LUMO energy at 1.0 eV. As for the HOMO energy: -8.97 eV. The value obtained for the energy is -312.9879 hartree. The SMILES is CNC(C)(C)F.

These are the Mulliken partial charges, in e, on atoms 1 to 6: -1.7034, -1.7426, -1.0150, 1.4516, -0.3167, -0.3805

=====

(9)
C4H10FN2 | ωB97M-V/def2-TZVPD

Geometry (Å):
C (2.0467, 0.1854, 0.9536)
C (-1.7583, -0.2108, -1.0048)
C (-1.5342, 0.0870, 0.4335)
C (-0.3048, -0.5242, 0.9746)
N (2.9603, 0.9501, 0.3019)
N (0.8577, 0.1066, 0.4414)
F (-0.1873, -0.9114, 2.2406)
H (2.0944, -0.0166, 2.0761)
H (-0.9590, -0.1816, -1.8024)
H (-1.9795, -1.3429, -1.0345)
H (-2.3958, 0.4794, -1.5017)
H (-2.3977, -0.1534, 1.0208)
H (-1.3695, 1.1909, 0.5655)
H (-0.2048, -1.8343, 0.2132)
H (3.9314, 0.8308, 0.4432)
H (2.6896, 1.1184, -0.6502)
H (0.7123, 0.4229, -0.4596)

The calculation puts the LUMO energy at -4.5 eV. As for the HOMO energy: -14.42 eV. The value obtained for the energy is -367.4581 hartree. As for the total charge: +1.

These are the Mulliken partial charges, in e, on atoms 1 to 6: 0.1427, -1.2261, -0.3942, 0.1727, -0.3088, -0.0508

=====

(10)
C4H10FNO | ωB97M-V/def2-TZVPD

Geometry (Å):
C (-0.6621, -1.7050, -0.7329)
C (1.2272, -0.2219, -0.7773)
C (-0.2387, 1.5247, 1.1546)
C (-0.8517, 0.4805, 0.2199)
N (0.0158, -0.6036, -0.0688)
O (-1.2740, 2.0552, 1.9466)
F (-1.2669, 1.1356, -0.9569)
H (-1.5099, -2.0182, -0.1262)
H (-1.0205, -1.4357, -1.7344)
H (0.0334, -2.5379, -0.8195)
H (1.7622, 0.5339, -0.2073)
H (1.8620, -1.1012, -0.8698)
H (1.0165, 0.1706, -1.7800)
H (0.5131, 1.0259, 1.7812)
H (0.2425, 2.3091, 0.5572)
H (-1.7751, 0.1087, 0.6790)
H (-0.9338, 2.7920, 2.4642)

The calculation puts the LUMO energy at 0.9 eV. As for the HOMO energy: -9.19 eV. The value obtained for the energy is -388.2482 hartree. The SMILES is CN(C)[C@H](F)CO.

These are the Mulliken partial charges, in e, on atoms 1 to 6: -1.0164, -1.0233, -0.7163, 0.3053, -0.0766, -0.5077

=====

(11)
C4H10GaNO2SbSe4Te | ωB97M-V/def2-TZVPD

Geometry (Å):
Ga (0.1116, 0.8147, 1.5151)
Se (0.6043, 2.7483, -2.2268)
Sb (1.8453, 2.6998, -0.1767)
Se (2.1110, 0.1817, 0.4970)
Se (0.1436, 3.1355, 1.7598)
Se (3.8496, 3.8928, 0.2530)
N (-1.2170, 0.5570, -0.0387)
C (-2.5051, 0.4106, 0.6429)
C (-2.3051, -0.3938, 1.9334)
O (-3.2109, -1.0237, 2.4276)
O (-1.0900, -0.3251, 2.4412)
H (-1.1738, 1.3012, -0.7385)
H (-0.9361, -0.3149, -0.4853)
H (-3.2777, -0.0603, 0.0379)
H (-2.8482, 1.4066, 0.9331)
C (-1.8110, -4.0995, 1.1107)
Te (0.0073, -3.0074, 0.8716)
C (0.8322, -4.4174, -0.4932)
H (-1.5867, -5.1353, 1.3562)
H (-2.4018, -4.0464, 0.2001)
H (-2.3580, -3.6365, 1.9298)
H (0.2615, -4.4374, -1.4180)
H (0.8406, -5.4012, -0.0299)
H (1.8537, -4.1094, -0.7064)

The calculation puts the LUMO energy at 2.0 eV. As for the HOMO energy: -4.91 eV. The value obtained for the energy is -12402.6799 hartree. As for the total charge: -1.

These are the Mulliken partial charges, in e, on atoms 1 to 6: 0.4739, -0.6586, 0.6521, -0.4194, -0.4836, -0.6000

=====

(12)
C4H10I2Si | ωB97M-V/def2-TZVPD

Geometry (Å):
C (-2.2335, 0.0637, 0.0250)
C (-0.1669, 0.1613, 1.4236)
C (-0.2085, -0.5753, -1.0499)
C (-0.7523, 0.3246, 0.0314)
Si (2.7159, -0.1478, -0.8326)
I (4.0968, -1.8139, 0.1596)
I (3.1476, 2.0230, 0.2356)
H (-2.5146, -0.8855, 0.5311)
H (-2.6216, -0.0471, -0.9265)
H (-2.9141, 0.8530, 0.6178)
H (-0.6835, -0.7436, 1.9543)
H (-0.4021, 1.0988, 1.9324)
H (0.8693, 0.0589, 1.3596)
H (-0.3645, -1.5982, -0.9819)
H (-0.5237, -0.2053, -2.0638)
H (-0.3999, 1.2652, -0.2708)
H (2.9555, 0.1681, -2.1450)

The calculation puts the LUMO energy (spin up / spin down) at -1.0 / -0.7 eV. As for the HOMO energy (spin up / spin down): -8.32 / -8.00 eV. The value obtained for the energy is -1043.2269 hartree.

These are the Mulliken partial charges, in e, on atoms 1 to 6: -1.4602, -1.1317, -1.2576, 0.8817, 0.2738, -0.0220

=====

Calculated relative energy (zero: lowest compared OMol25 entry of this formula, charge and spin) (kcal per mole), listed in the same order as above: 31.8, 0.0, 35.2, 93.9, 14.2, 17.6, 82.7, 19.5, 33.9, 14.0, 0.0, 95.5